The following is a DFT calculation (ωB97M-V/def2-TZVPD) of a 2-piece molecular cluster, C4H7NO overall.

Structure (XYZ):
```
13
Properties=species:S:1:pos:R:3:mulliken_charge:R:1
C 1.60 1.22 -0.11 -1.016
C 0.83 0.21 -0.91 0.153
C -1.25 -1.78 0.16 -0.481
N -1.45 -0.66 0.72 0.009
C -1.43 0.49 1.15 -0.302
O -0.12 0.48 -1.62 -0.490
H 2.61 1.31 -0.50 0.373
H 1.09 2.18 -0.14 0.298
H 1.67 0.88 0.93 0.278
H 1.15 -0.84 -0.79 0.382
H -1.12 -1.80 -0.92 0.353
H -1.19 -2.69 0.75 0.252
H -2.39 0.99 1.27 0.190
```

The max |F| comes out at 0.01173 hartree/bohr. The highest occupied orbital energy is -8.311 eV.

The following is a DFT calculation (ωB97M-V/def2-TZVPD) of a 3-piece molecular cluster, C21H34N2O4 overall at a distorted geometry.

Structure (XYZ):
```
61
Properties=species:S:1:pos:R:3:mulliken_charge:R:1
O 3.39 -0.35 2.93 -0.274
N 3.41 0.73 3.34 0.122
O 3.60 1.63 2.27 -0.010
C 3.43 2.97 2.72 -0.538
N 2.20 3.57 2.19 0.096
C 1.13 3.80 3.11 0.152
O 1.10 4.61 3.99 -0.550
C 0.03 2.85 2.71 0.194
C -1.15 2.52 3.34 -0.544
C -1.96 1.60 2.73 -0.379
C -1.62 1.00 1.54 -0.345
C -0.45 1.33 0.89 -0.728
C 0.34 2.26 1.49 0.839
C 1.66 2.88 1.07 0.030
O 2.11 2.77 -0.04 -0.536
H 3.52 3.07 3.80 0.458
H 4.27 3.52 2.28 0.194
H -1.42 2.99 4.28 0.476
H -2.91 1.31 3.18 0.428
H -2.26 0.26 1.06 0.416
H -0.15 0.90 -0.06 0.520
C -5.50 -3.84 -1.79 -1.193
C -5.95 -3.37 -0.41 -0.326
C -7.02 -2.29 -0.45 -0.695
C -6.60 -0.98 -1.12 -0.841
C -5.38 -0.30 -0.51 -0.349
C -5.58 0.12 0.94 -0.915
H -5.05 -3.03 -2.36 0.282
H -4.76 -4.63 -1.70 0.375
H -6.35 -4.23 -2.36 0.297
H -5.08 -3.02 0.16 0.235
H -6.34 -4.23 0.14 0.352
H -7.35 -2.08 0.57 0.307
H -7.90 -2.68 -0.97 0.389
H -7.45 -0.28 -1.09 0.368
H -6.41 -1.16 -2.19 0.327
H -5.15 0.59 -1.11 0.398
H -4.50 -0.95 -0.59 0.233
H -6.42 0.81 1.03 0.352
H -4.69 0.64 1.31 0.108
H -5.76 -0.73 1.59 0.285
C 5.59 -2.62 -3.03 -1.228
C 5.09 -2.11 -1.69 -0.378
C 4.00 -1.05 -1.82 -0.455
C 4.41 0.24 -2.53 -0.710
C 5.60 0.97 -1.90 -0.506
C 5.34 1.44 -0.48 -0.822
H 6.05 -1.83 -3.62 0.285
H 6.35 -3.40 -2.89 0.383
H 4.78 -3.05 -3.62 0.292
H 5.93 -1.72 -1.11 0.238
H 4.69 -2.95 -1.12 0.377
H 3.63 -0.81 -0.81 0.146
H 3.15 -1.48 -2.35 0.383
H 3.55 0.92 -2.55 0.343
H 4.65 0.02 -3.57 0.331
H 5.84 1.84 -2.52 0.348
H 6.49 0.33 -1.92 0.283
H 4.47 2.11 -0.45 0.091
H 6.20 1.99 -0.09 0.406
H 5.15 0.60 0.19 0.182
```

The max |F| comes out at 0.04604 hartree/bohr. The highest occupied orbital energy is -10.215 eV. The SMILES is O=NOCN1C(=O)c2ccccc2C1=O.CCCCCC.CCCCCC.

The following is a DFT calculation (ωB97M-V/def2-TZVPD) of one molecule with the formula C2H5N3O2S at a distorted geometry.

Structure (XYZ):
```
13
Properties=species:S:1:pos:R:3:mulliken_charge:R:1
N -0.97 -1.96 -0.32 -0.570
N 0.19 -1.50 0.52 -0.435
C 0.53 -0.43 -0.09 0.713
N -0.10 0.17 -1.15 -0.371
S -0.05 1.90 -1.57 -0.180
O 1.65 0.35 0.37 -0.284
C 1.28 1.08 1.41 0.186
O 0.15 1.39 1.75 -0.451
H -1.89 -1.47 0.08 0.259
H -0.96 -3.03 0.04 0.301
H -0.54 -0.57 -1.97 0.376
H -1.49 2.43 -1.16 0.169
H 2.19 1.65 2.07 0.288
```

The max |F| comes out at 0.09576 hartree/bohr. The highest occupied orbital energy is -9.259 eV. The SMILES is N/N=C(\NS)OC=O.

The following is a DFT calculation (ωB97M-V/def2-TZVPD) of a 2-piece molecular cluster, C4H12N2O overall at a distorted geometry.

Structure (XYZ):
```
19
Properties=species:S:1:pos:R:3:mulliken_charge:R:1
C 1.91 -1.96 -0.32 -1.260
C 1.19 -0.88 -1.16 -0.311
C 0.79 0.12 -0.10 -0.487
N -0.57 0.84 -0.58 -0.601
C -0.96 1.90 0.01 -0.146
N -1.60 2.11 1.23 -0.350
H 1.32 -2.54 0.39 0.340
H 2.70 -1.37 0.11 0.332
H 2.31 -2.52 -1.06 0.425
H 0.30 -1.14 -1.74 0.365
H 2.02 -0.40 -1.92 0.232
H 0.55 -0.30 0.90 0.335
H 1.60 0.87 0.03 0.422
H -0.84 2.91 -0.36 0.325
H -1.57 3.05 1.59 0.227
H -1.96 1.40 1.91 0.235
O -2.46 -1.05 0.56 -0.743
H -3.15 -0.44 0.28 0.297
H -1.57 -0.64 0.24 0.363
```

The max |F| comes out at 0.06845 hartree/bohr. The highest occupied orbital energy is -8.087 eV. The SMILES is CCC/N=C\N.O.

Calculated gap between HOMO and LUMO (eV), listed in the same order as above: 9.37; 9.78; 9.57; 8.85